ORCA calculation (ωB97M-V/def2-TZVPD) on a gas-phase ion, C4H10NO2 (charge +1).

E_tot   -363.26998 Eh
SMILES   CC(C)C(=[NH2+])OO
Gap between HOMO and LUMO   0.4456 Eh
Energy above the lowest of the compared OMol25 structures with the same formula, charge and spin   435.0 kJ/mol
LUMO energy   -3.83 eV

Structure (ORCA input):
```
! RIJCOSX wB97M-V def2-TZVPD def2/J DEFGRID3
* xyz 1 1
C 0.81505 0.09209 -0.01353
C -1.06163 -1.23132 0.77944
C -1.46944 0.68766 -0.99452
C -0.51783 -0.47909 -0.41133
N 0.87355 1.19130 0.70443
O 2.89680 0.11080 0.09193
O 1.84665 -0.54441 -0.41412
H -1.64340 -0.53412 1.41277
H -0.41187 -1.78936 1.45862
H -1.77809 -2.01360 0.31268
H -1.59223 1.23237 -0.10833
H -2.31198 0.18035 -1.50969
H -0.68884 1.08492 -1.66116
H -0.32446 -1.17526 -1.25294
H 0.11102 1.54992 1.33959
H 3.50775 0.05952 -0.67260
H 1.74896 1.57825 0.93877
*
```